No. 1
{"formula": "C9H19FINO4P2S", "method": "wB97M-V/def2-TZVPD", "species": ["I", "S", "P", "P", "F", "O", "O", "O", "O", "N", "C", "C", "C", "C", "C", "C", "C", "C", "C", "H", "H", "H", "H", "H", "H", "H", "H", "H", "H", "H", "H", "H", "H", "H", "H", "H", "H", "H"], "positions_angstrom": [[1.63809, -1.66751, -2.58609], [-3.07627, 1.21494, -0.54892], [-1.33271, 0.68661, -1.30327], [0.19317, -0.43211, 0.08457], [-0.74762, 4.14494, 2.45420], [-3.11837, -1.71730, -2.55925], [1.45035, -1.15477, 1.22590], [-1.66365, -3.41584, -2.38265], [2.38879, -2.91948, 1.91305], [1.97182, -2.40025, 0.94406], [-0.10338, 2.17266, 1.31397], [1.53774, -0.05727, -1.16227], [-0.66909, -2.05277, 0.07200], [-2.12435, -2.22599, -0.37780], [2.94963, 0.25318, -0.66839], [-1.26484, 2.99456, 1.85886], [3.02545, 1.39640, 0.33725], [-0.29052, 0.65231, 1.47974], [-2.26529, -2.53339, -1.85755], [-1.95378, 3.32040, 1.08433], [-0.60107, -2.35904, 1.11757], [-1.41265, -0.02138, -2.51628], [0.12375, 2.46884, 0.28837], [-1.33572, 0.40379, 1.68784], [-2.80505, -1.44983, -0.03442], [4.06424, 1.70820, 0.45495], [0.76134, 2.47086, 1.90849], [1.20434, 0.75767, -1.80104], [-0.62950, 1.82215, -1.75008], [0.29111, 0.30878, 2.33066], [3.52430, 0.53037, -1.55742], [2.46781, 2.26958, -0.01025], [2.64545, 1.09651, 1.31382], [3.43430, -0.63995, -0.27718], [-2.44848, -3.16398, 0.08752], [-3.96833, -2.14377, -2.71927], [-1.80203, 2.44924, 2.63779], [-0.05897, -2.76736, -0.48282]], "e_tot_ev": -59549.2304, "mol_weight_g_mol": 445.171}

***

No. 2
{"formula": "C9H19N", "method": "wB97M-V/def2-TZVPD", "species": ["N", "C", "C", "C", "C", "C", "C", "C", "C", "C", "H", "H", "H", "H", "H", "H", "H", "H", "H", "H", "H", "H", "H", "H", "H", "H", "H", "H", "H"], "positions_angstrom": [[0.30564, -1.70382, 0.38911], [1.73628, 0.49706, -1.39817], [-0.83367, 0.40254, -0.36101], [0.65353, 1.19157, -0.57226], [1.20651, -2.11265, 1.46035], [-1.90371, 1.40951, 0.09532], [-1.22823, -1.96498, 0.72497], [1.25724, 1.77467, 0.70724], [-1.26558, -0.17783, -1.71628], [-0.58654, -0.61215, 0.73825], [-1.69791, 1.81012, 1.09218], [1.73436, 1.00304, 1.31878], [1.35217, 0.12783, -2.35219], [-1.78099, -2.31951, -0.13428], [2.02319, 2.51889, 0.45962], [0.51120, 2.28931, 1.31764], [-1.96356, 2.25422, -0.60048], [0.98830, -1.66402, 2.43802], [0.31643, 2.04338, -1.17717], [2.53542, 1.20837, -1.64099], [2.21596, -0.32310, -0.85956], [-2.89392, 0.94092, 0.13680], [2.23051, -1.84356, 1.18091], [1.18963, -3.20047, 1.58159], [-0.46599, -0.14641, 1.71577], [-0.60820, -0.98524, -2.04943], [-1.49002, -2.43288, 1.66709], [-1.25649, 0.60074, -2.48778], [-2.28156, -0.58553, -1.67403]], "relative_energy_ev": 0.989, "e_tot_ev": -11129.9882, "mol_weight_g_mol": 141.258}

***

No. 3
{"formula": "C9H19N2", "method": "wB97M-V/def2-TZVPD", "species": ["N", "N", "C", "C", "C", "C", "C", "C", "C", "C", "C", "H", "H", "H", "H", "H", "H", "H", "H", "H", "H", "H", "H", "H", "H", "H", "H", "H", "H", "H"], "positions_angstrom": [[-1.38090, -0.53230, -0.11418], [2.83632, 1.35351, -0.84606], [-2.13607, 1.09074, 1.60053], [0.59443, -2.00178, -0.15779], [1.69599, 0.62273, -0.05150], [-0.35795, -1.01491, -2.26265], [-0.41466, -1.16649, -0.80068], [2.92357, 0.62092, 0.39518], [3.25358, 0.65166, -2.07546], [-3.47386, 1.25785, 0.89872], [-1.32134, -0.24733, 1.29890], [0.15905, -0.18766, -2.49538], [-1.37914, 1.84092, 1.06402], [-3.69786, 2.33413, 0.80640], [-1.96017, 0.10861, -0.72422], [2.67391, 2.39051, -0.86287], [2.71750, 1.30080, -2.80964], [-0.29768, -0.13848, 1.65187], [0.73564, -3.00625, -0.55696], [-2.26273, 1.28251, 2.62825], [0.11194, -1.81951, -2.85279], [0.35306, -1.97931, 0.98782], [-1.37503, -0.85306, -2.66852], [4.34157, 0.61982, -2.23310], [3.76597, 0.70977, 1.00690], [2.71564, -0.35607, -1.94004], [-4.23393, 0.86715, 1.55822], [1.53952, -1.44360, -0.37664], [-1.90770, -1.04651, 1.86349], [-3.54689, 0.79209, -0.03601]], "charge": 1, "relative_energy_ev": 3.666, "multiplicity": 3, "e_tot_ev": -12605.0393, "mol_weight_g_mol": 155.265}

***

No. 4
{"formula": "C9H19N2OPTl", "method": "wB97M-V/def2-TZVPD", "species": ["Tl", "P", "O", "N", "N", "C", "C", "C", "C", "C", "C", "C", "C", "C", "H", "H", "H", "H", "H", "H", "H", "H", "H", "H", "H", "H", "H", "H", "H", "H", "H", "H", "H"], "positions_angstrom": [[0.16688, 0.30801, -0.09989], [2.26648, -1.13433, -0.67663], [-1.80836, -2.59519, -0.50900], [-3.27408, 0.41325, -1.11209], [-2.10489, 0.78891, 0.81367], [2.05538, -2.68558, -1.58509], [3.32909, -1.43841, 0.76771], [-4.46332, 1.35978, 0.78731], [-2.04267, 1.17643, 2.08724], [-4.38982, 1.73744, 2.12615], [-3.29221, 0.88437, 0.16589], [-3.15621, 1.63186, 2.76856], [-0.81005, -2.11678, -0.18588], [3.17291, 0.01391, -1.76316], [4.12629, -0.42563, -2.09079], [-1.06726, 1.09652, 2.56552], [-5.36068, 1.38680, 0.18016], [3.43493, -0.48850, 1.33466], [1.62545, -3.46443, -0.92720], [2.85139, -2.19729, 1.42235], [3.36653, 0.95626, -1.22496], [-5.28448, 2.09026, 2.63799], [4.32540, -1.79538, 0.43997], [2.55037, 0.24162, -2.64291], [1.10658, 1.63295, 0.61873], [-3.05258, 1.89738, 3.80263], [1.36325, -2.51923, -2.43367], [-4.04767, 0.58552, -1.73228], [3.03399, -3.02594, -1.96919], [0.54968, -1.17465, 2.98957], [-0.13561, 0.55354, -1.88020], [-2.34898, 0.27037, -1.51087], [-0.06781, -0.78162, 3.17446]], "charge": 1, "e_tot_ev": -28642.1598, "mol_weight_g_mol": 406.621}

***

No. 5
{"formula": "C9H19N5", "method": "wB97M-V/def2-TZVPD", "species": ["N", "N", "N", "N", "N", "C", "C", "C", "C", "C", "C", "C", "C", "C", "H", "H", "H", "H", "H", "H", "H", "H", "H", "H", "H", "H", "H", "H", "H", "H", "H", "H", "H"], "positions_angstrom": [[0.91205, 1.08843, 0.55672], [2.84277, 0.10026, -0.30185], [-1.24319, 0.07164, 0.38427], [1.07928, -0.19397, -1.85738], [2.99201, 1.83713, 1.27395], [2.28622, 0.97764, 0.49008], [-2.64747, 0.61397, -1.44801], [0.72466, -2.48489, -0.14166], [0.04646, 0.03438, 0.55441], [0.59844, -1.27202, 0.78024], [-3.18468, 1.48576, 0.92101], [-2.09101, 1.15254, -0.20435], [2.28928, -0.45164, -1.58102], [-0.11641, -2.54042, 1.01813], [0.29826, -2.49052, -1.18294], [0.04355, -3.32860, 1.71885], [4.05060, 1.84781, 1.27775], [0.81533, -0.50223, -2.83288], [-1.34358, 1.92997, -0.43806], [2.66731, 2.62036, 1.71091], [-2.96933, 1.04160, 1.87936], [0.38949, 2.06679, 0.72675], [-3.37363, 2.47278, 1.03311], [-3.07408, 1.51740, -1.84182], [-1.62367, -0.74339, 0.85730], [-4.11058, 1.04121, 0.53460], [3.86077, -0.07387, -0.31347], [-3.31473, -0.25553, -1.21173], [-1.99912, 0.31954, -2.22954], [-1.12084, -2.58225, 0.62597], [1.54125, -1.24358, 1.36250], [1.74557, -2.85227, -0.13305], [3.02901, -1.20399, -1.98815]], "charge": 2, "relative_energy_ev": 1.413, "e_tot_ev": -17073.3392, "mol_weight_g_mol": 197.286}

***

No. 6
{"formula": "C9H19NO3Si", "method": "wB97M-V/def2-TZVPD", "species": ["Si", "O", "O", "O", "N", "C", "C", "C", "C", "C", "C", "C", "C", "C", "H", "H", "H", "H", "H", "H", "H", "H", "H", "H", "H", "H", "H", "H", "H", "H", "H", "H", "H"], "positions_angstrom": [[0.22372, -0.74169, 0.38722], [0.27053, 0.31065, 1.74407], [-1.15748, -0.27815, -0.47209], [1.57872, -0.58691, -0.56378], [0.46656, 2.34730, -0.89213], [-0.13140, -2.59391, 1.10450], [1.09034, 1.44397, 1.56801], [0.59602, 2.58521, 0.58436], [-1.70714, 1.01270, -0.52478], [-1.39572, -2.35195, 1.96103], [1.43460, 1.56384, -1.73470], [1.38913, 0.03057, -1.80902], [-0.29190, -3.58599, -0.05495], [-0.89749, 2.04438, -1.32805], [2.20933, -0.27006, -2.46155], [-1.67179, 1.39099, 0.51838], [1.35194, 3.38237, 0.54672], [-0.35493, 3.05436, 0.89073], [-1.77774, -3.20285, 2.51393], [-2.74052, 1.00988, -0.86720], [-2.28733, -2.02927, 1.44182], [0.71882, -3.71413, -0.56205], [2.13011, 1.15780, 1.21697], [1.52923, 2.14255, -2.68991], [2.32404, 1.77269, -1.14415], [-0.92134, 1.69969, -2.37492], [0.65887, -2.81349, 1.78550], [-0.71292, -4.57388, 0.23969], [1.27211, 1.84685, 2.55932], [-1.52554, 3.01196, -1.19997], [0.50376, -0.38035, -2.30864], [-1.25393, -1.57160, 2.69102], [-0.92065, -3.11351, -0.76539]], "relative_energy_ev": 0.839, "e_tot_ev": -25153.3592, "mol_weight_g_mol": 217.341}

***

What did the fourth record say?
{"formula": "C9H19N2OPTl", "method": "wB97M-V/def2-TZVPD", "species": ["Tl", "P", "O", "N", "N", "C", "C", "C", "C", "C", "C", "C", "C", "C", "H", "H", "H", "H", "H", "H", "H", "H", "H", "H", "H", "H", "H", "H", "H", "H", "H", "H", "H"], "positions_angstrom": [[0.16688, 0.30801, -0.09989], [2.26648, -1.13433, -0.67663], [-1.80836, -2.59519, -0.50900], [-3.27408, 0.41325, -1.11209], [-2.10489, 0.78891, 0.81367], [2.05538, -2.68558, -1.58509], [3.32909, -1.43841, 0.76771], [-4.46332, 1.35978, 0.78731], [-2.04267, 1.17643, 2.08724], [-4.38982, 1.73744, 2.12615], [-3.29221, 0.88437, 0.16589], [-3.15621, 1.63186, 2.76856], [-0.81005, -2.11678, -0.18588], [3.17291, 0.01391, -1.76316], [4.12629, -0.42563, -2.09079], [-1.06726, 1.09652, 2.56552], [-5.36068, 1.38680, 0.18016], [3.43493, -0.48850, 1.33466], [1.62545, -3.46443, -0.92720], [2.85139, -2.19729, 1.42235], [3.36653, 0.95626, -1.22496], [-5.28448, 2.09026, 2.63799], [4.32540, -1.79538, 0.43997], [2.55037, 0.24162, -2.64291], [1.10658, 1.63295, 0.61873], [-3.05258, 1.89738, 3.80263], [1.36325, -2.51923, -2.43367], [-4.04767, 0.58552, -1.73228], [3.03399, -3.02594, -1.96919], [0.54968, -1.17465, 2.98957], [-0.13561, 0.55354, -1.88020], [-2.34898, 0.27037, -1.51087], [-0.06781, -0.78162, 3.17446]], "charge": 1, "e_tot_ev": -28642.1598, "mol_weight_g_mol": 406.621}